No. 1
# C6H14NO

An isolated ion of composition C6H14NO and charge -1 (ωB97M-V/def2-TZVPD, OMol25).

As for the SMILES: CCNCCCC[O-]. The charge is -1. The value obtained for the HOMO energy is -2.58 eV.

Last columns: bonded neighbours and bond lengths (Å).
Positions of all 22 atoms, in Å:
1 C -0.524 -0.422 -3.369  C2 1.554, H9 1.100, H10 1.078, H11 1.104
2 C 0.054 -0.973 -2.036  C1 1.554, N3 1.473, H12 1.099, H13 1.102
3 N -0.284 -0.119 -0.884  C2 1.473, C4 1.452, H14 1.030
4 C -0.668 -0.852 0.309  N3 1.452, C5 1.546, H15 1.113, H16 1.126
5 C -1.225 -0.026 1.491  C4 1.546, C6 1.502, H17 1.087, H18 1.107
6 C -0.371 1.194 1.691  C5 1.502, C7 1.614, H19 1.097, H20 1.099
7 C 1.169 0.817 1.991  C6 1.614, O8 1.316, H21 1.197, H22 1.092
8 O 1.927 0.514 0.960  C7 1.316
9 H -1.617 -0.494 -3.266  C1 1.100
10 H -0.255 -1.007 -4.233  C1 1.078
11 H -0.176 0.625 -3.417  C1 1.104
12 H 1.141 -1.095 -2.140  C2 1.099
13 H -0.382 -1.974 -1.892  C2 1.102
14 H 0.625 0.339 -0.726  N3 1.030
15 H 0.208 -1.352 0.781  C4 1.113
16 H -1.453 -1.594 -0.008  C4 1.126
17 H -1.170 -0.662 2.370  C5 1.087
18 H -2.307 0.178 1.379  C5 1.107
19 H -0.689 1.816 2.537  C6 1.097
20 H -0.346 1.821 0.788  C6 1.099
21 H 1.110 -0.025 2.840  C7 1.197
22 H 1.479 1.653 2.622  C7 1.092

---

No. 2
# C6H14NO

An isolated ion of composition C6H14NO and charge -1 (ωB97M-V/def2-TZVPD, OMol25).

As for the SMILES: CCCN[C@H](C)C[O-]. The charge is -1. The value obtained for the HOMO energy is -2.64 eV.

Last columns: bonded neighbours and bond lengths (Å).
Positions of all 22 atoms, in Å:
1 C 1.329 -0.823 2.261  C2 1.566, H9 1.098, H10 1.091, H11 1.084
2 C -0.225 -0.756 2.080  C1 1.566, C3 1.528, H12 1.093, H13 1.096
3 C -0.586 0.564 1.399  C2 1.528, N4 1.458, H14 1.088, H15 1.104
4 N 0.133 0.747 0.144  C3 1.458, C5 1.469, H16 1.041
5 C -0.226 -0.266 -0.856  N4 1.469, C6 1.513, C7 1.601, H17 1.090
6 C 0.838 -1.307 -1.130  C5 1.513, H18 1.082, H19 1.092, H20 1.094
7 C -0.500 0.566 -2.197  C5 1.601, O8 1.356, H21 1.101, H22 1.121
8 O -1.092 1.758 -1.937  C7 1.356
9 H 1.562 -1.204 3.263  C1 1.098
10 H 1.841 0.135 2.153  C1 1.091
11 H 1.764 -1.463 1.501  C1 1.084
12 H -0.546 -1.666 1.566  C2 1.093
13 H -0.552 -0.773 3.127  C2 1.096
14 H -0.298 1.305 2.142  C3 1.088
15 H -1.653 0.763 1.198  C3 1.104
16 H -0.273 1.582 -0.327  N4 1.041
17 H -1.243 -0.603 -0.654  C5 1.090
18 H 1.797 -0.811 -1.202  C6 1.082
19 H 0.652 -1.764 -2.104  C6 1.092
20 H 0.860 -2.070 -0.346  C6 1.094
21 H -1.128 -0.092 -2.819  C7 1.101
22 H 0.500 0.722 -2.679  C7 1.121

---

How do the records compare in calculated total energy? In the order shown, they have -9985.8192, -9985.9803 eV.